Entry 1:
DFT (ωB97M-V/def2-TZVPD) results for a cluster of 2 separate species, C2H9N2O in total in a non-equilibrium geometry.

Element x y z (Å)
C: -0.31912 -1.58119 -1.87958
N: -0.17291 -1.64766 -0.38058
H: 0.02004 -2.45968 -2.30160
H: -1.39587 -1.42215 -2.20566
H: 0.37728 -0.73818 -2.04188
H: -0.25055 -0.66581 0.01289
H: 0.74864 -2.07936 -0.12455
H: -0.97741 -2.22213 -0.04032
C: -0.12718 1.79249 1.17858
N: 0.84393 2.55945 1.84223
O: -0.08078 0.55620 0.97245
H: -1.03597 2.31008 0.82165
H: 0.82121 3.51353 1.76180
H: 1.54869 2.08441 2.38457

Results
Net charge: +1
HOMO energy: -14.7 eV
LUMO: -0.1151 hartree
Gap between HOMO and LUMO: 11.53 eV
Relative energy (zero: lowest compared OMol25 entry of this formula, charge and spin): 22.9 kcal/mol

---

Entry 2:
DFT (ωB97M-V/def2-TZVPD) results for a structure of composition C20H15CsI2N4O5.

Element x y z (Å)
Cs: -0.94990 -0.61583 0.08874
O: 2.93527 -2.48214 -3.13055
C: 1.81659 -2.04340 -2.53510
O: 1.67956 -1.97769 -1.34263
C: 0.76536 -1.61484 -3.52087
C: 1.00240 -1.53914 -4.88576
C: -0.01156 -1.04602 -5.69367
C: -1.19806 -0.63504 -5.11196
C: -1.33840 -0.77369 -3.73341
N: -0.38735 -1.26967 -2.96141
C: -2.60497 -0.36648 -3.01602
O: -3.18330 0.74562 -3.49435
O: -3.08729 -1.00014 -2.11455
H: 3.56000 -2.71893 -2.42810
H: 1.95314 -1.84959 -5.29272
H: 0.12742 -0.97194 -6.76378
H: -2.00523 -0.22787 -5.70515
H: -2.47474 1.34552 -3.78987
I: 1.59047 3.64515 3.34431
C: 1.01443 1.80874 4.14913
C: 1.16505 1.58260 5.52007
C: 0.80130 0.38774 6.07954
I: 1.07201 0.13474 8.13664
C: 0.24969 -0.63739 5.26947
C: -0.15875 -1.89907 5.75956
C: -0.69097 -2.82474 4.91072
C: -0.82791 -2.48849 3.55465
N: -0.46055 -1.33367 3.05534
C: 0.08624 -0.40520 3.87769
C: 0.49984 0.85981 3.25534
O: 0.39281 1.05702 2.00596
H: 1.58031 2.36830 6.13676
H: -0.04436 -2.11670 6.81300
H: -1.00975 -3.79646 5.26270
H: -1.26376 -3.20425 2.86206
C: 1.55578 1.59827 -2.05494
C: 0.22161 2.02559 -1.54625
N: -0.90395 2.03229 -2.23536
C: -1.86775 2.49893 -1.36820
C: -1.31073 2.75969 -0.15360
N: 0.01949 2.46468 -0.28186
H: 1.44573 1.23406 -3.07514
H: 1.98032 0.81049 -1.42773
H: 2.25855 2.43221 -2.05998
H: -2.89532 2.61595 -1.66798
H: -1.72369 3.09636 0.78066
H: 0.62490 2.33461 0.52857

Results
Net charge: 0
HOMO energy: -6.7 eV
LUMO: -0.0294 hartree
Gap between HOMO and LUMO: 5.86 eV
Relative energy (zero: lowest compared OMol25 entry of this formula, charge and spin): 0.2 kcal/mol

---

Entry 3:
DFT (ωB97M-V/def2-TZVPD) results for a cluster of 5 separate species, C36H72ClF4NO19S2 in total in a non-equilibrium geometry.

Element x y z (Å)
O: -2.80160 0.02839 1.09994
C: -1.95570 -0.36587 1.77172
Cl: -2.23207 -0.46666 3.56108
C: -0.56247 -0.82555 1.33650
C: -0.16440 -0.37013 -0.08816
C: -0.97939 -1.10048 -1.20154
C: -1.16701 -2.64816 -0.93220
C: -2.58780 -3.02803 -0.43742
O: -2.53360 -4.35446 0.14068
C: 1.28358 -0.93779 -0.22680
O: 1.71422 -2.01480 -0.01097
N: 2.22541 0.07892 -0.64384
C: 1.73580 1.40291 -0.26213
C: 2.37133 1.84711 1.08326
C: 3.04011 0.69507 1.86903
O: 4.28900 0.32418 1.31838
C: 3.35599 1.15027 3.32274
F: 3.74773 0.09614 4.03566
F: 4.35213 2.05561 3.25564
F: 2.29467 1.64327 3.96258
S: 2.48020 2.47358 -1.55644
O: 2.17541 2.02308 -2.87607
O: 3.88792 2.52957 -1.38815
F: 1.89532 3.92364 -1.27142
C: 0.16411 1.18553 -0.28237
O: -0.50181 2.01710 0.64342
S: -0.70693 1.75590 -1.82080
H: 0.14733 -0.34034 2.03852
H: -0.45409 -1.90456 1.50587
H: -1.99482 -0.69651 -1.31322
H: -0.42013 -1.04382 -2.14743
H: -1.04663 -3.14547 -1.90832
H: -0.43469 -3.06741 -0.23053
H: -2.98782 -2.36643 0.34899
H: -3.31958 -3.05586 -1.25784
H: -2.02351 -4.23750 0.95715
H: 2.34064 -0.11951 -1.64009
H: 1.64153 2.30301 1.77456
H: 3.15323 2.61608 0.96582
H: 2.37742 -0.18195 1.99666
H: 4.25527 -0.64302 1.28975
H: -0.29569 1.74118 1.54836
H: -0.10589 1.11845 -2.85672
C: 6.15381 6.60276 9.94805
O: 5.69508 6.00279 8.75565
C: 5.89409 6.83105 7.61890
C: 6.09613 5.99453 6.37036
O: 7.39082 5.41091 6.27724
C: 7.66043 4.30158 7.12770
C: 6.94995 3.02737 6.71398
O: 5.58787 3.06355 7.11260
C: 4.76653 2.25443 6.29582
H: 5.57399 7.50285 10.17864
H: 6.02941 5.88255 10.75574
H: 7.21824 6.85194 9.87134
H: 6.76305 7.48278 7.76110
H: 4.99599 7.45112 7.49786
H: 6.02140 6.66379 5.50935
H: 5.31371 5.24311 6.25821
H: 7.46763 4.54740 8.17298
H: 8.73543 4.12739 7.03503
H: 7.42167 2.16863 7.20988
H: 7.03043 2.90630 5.62784
H: 4.82920 2.56782 5.25592
H: 3.73555 2.37489 6.62824
H: 5.05551 1.20101 6.38758
C: -1.76567 6.92809 -6.42896
O: -0.62760 6.09512 -6.48451
C: -0.20886 5.66013 -5.19784
C: 0.46095 4.30297 -5.27837
O: -0.45496 3.22314 -5.43947
C: -1.04859 3.07183 -6.72422
C: -0.09357 2.55274 -7.78198
O: 0.75385 3.59325 -8.24339
C: 1.98276 3.10838 -8.73996
H: -1.53975 7.86059 -5.90098
H: -2.06194 7.16059 -7.45112
H: -2.59933 6.41235 -5.93880
H: -1.06113 5.60195 -4.51180
H: 0.51032 6.39609 -4.81551
H: 0.95338 4.11918 -4.32021
H: 1.23740 4.28077 -6.04326
H: -1.54112 3.99137 -7.04368
H: -1.83318 2.32225 -6.58819
H: -0.66738 2.18174 -8.64179
H: 0.49841 1.73190 -7.36122
H: 2.51817 2.54260 -7.96922
H: 2.59282 3.96418 -9.02457
H: 1.81974 2.47442 -9.61886
C: -4.12802 -5.81480 5.85762
O: -3.09426 -6.53895 5.22444
C: -3.30353 -6.67451 3.82583
C: -1.98149 -6.76464 3.09057
O: -1.31690 -5.51090 2.95846
C: -0.69148 -4.98171 4.12550
C: 0.57271 -5.71526 4.52905
O: 0.25390 -6.92707 5.19449
C: 1.27460 -7.89462 5.07259
H: -5.07871 -6.35375 5.78888
H: -3.86097 -5.69642 6.90693
H: -4.22954 -4.81754 5.41456
H: -3.87702 -5.82680 3.43505
H: -3.87240 -7.59878 3.66189
H: -2.19349 -7.08583 2.06786
H: -1.32529 -7.51589 3.53046
H: -1.39657 -4.90800 4.95449
H: -0.41229 -3.95932 3.85457
H: 1.14968 -5.09245 5.22540
H: 1.17592 -5.91324 3.63571
H: 1.47317 -8.12060 4.01888
H: 0.93535 -8.80613 5.56199
H: 2.19416 -7.54724 5.55653
C: -7.00151 -5.48462 -5.63882
O: -6.96466 -4.07399 -5.58847
C: -6.77833 -3.58204 -4.26923
C: -6.04585 -2.25462 -4.28754
O: -4.64759 -2.37693 -4.53124
C: -4.25618 -2.68001 -5.86640
C: -4.42688 -1.52260 -6.83164
O: -5.78760 -1.38464 -7.21132
C: -6.11001 -0.06460 -7.59275
H: -7.86908 -5.87059 -5.09339
H: -7.07731 -5.78134 -6.68409
H: -6.07977 -5.91081 -5.22695
H: -6.21207 -4.29867 -3.66417
H: -7.77150 -3.44118 -3.82304
H: -6.12509 -1.81966 -3.28780
H: -6.50773 -1.54866 -4.97825
H: -4.75072 -3.58222 -6.22869
H: -3.18845 -2.90635 -5.80491
H: -3.84324 -1.71686 -7.74124
H: -4.06397 -0.60266 -6.35888
H: -5.90559 0.63762 -6.77653
H: -7.17459 -0.02912 -7.81862
H: -5.54322 0.22813 -8.48375

Results
SMILES: O=C(Cl)C[C@]1(CCCO)C(=O)N[C@@](C[C@@H](O)C(F)(F)F)(S(=O)(=O)F)[C@@]1(O)S.COCCOCCOC.COCCOCCOC.COCCOCCOC.COCCOCCOC
Net charge: 0
HOMO energy: -9.1 eV
LUMO: 0.0032 hartree
Gap between HOMO and LUMO: 9.19 eV

---

Entry 4:
DFT (ωB97M-V/def2-TZVPD) results for the molecule C4H8FNS in a non-equilibrium geometry.

Element x y z (Å)
F: 1.66283 -0.65031 0.71517
C: 0.57573 -0.00680 1.16423
C: -0.79461 -0.72252 1.23120
N: -1.34473 0.31848 0.44508
C: -0.03968 0.88651 0.04908
C: 0.41201 0.64311 -1.37998
S: 0.13947 -0.93451 -2.18065
H: 0.82071 0.61584 2.02326
H: -1.23975 -0.83089 2.18823
H: -0.76745 -1.73169 0.76866
H: -1.91655 -0.07144 -0.35498
H: 0.02263 1.98506 0.32541
H: -0.09027 1.36148 -2.07188
H: 1.48982 0.82203 -1.34036
H: 1.06983 -1.68437 -1.58248

Results
SMILES: F[C@@H]1CN[C@@H]1CS
Net charge: 0
HOMO energy: -9.1 eV
LUMO: 0.0328 hartree
Gap between HOMO and LUMO: 9.96 eV
Relative energy (zero: lowest compared OMol25 entry of this formula, charge and spin): 13.7 kcal/mol

---

Entry 5:
DFT (ωB97M-V/def2-TZVPD) results for a cluster of 11 separate species, C22H66O22 in total in a non-equilibrium geometry.

Element x y z (Å)
C: 9.55083 -4.32524 -21.82625
C: 10.59214 -3.56529 -20.90990
O: 11.27933 -2.52312 -21.64298
O: 8.69860 -3.37788 -22.45198
H: 9.00287 -5.01834 -21.18793
H: 10.10988 -4.93896 -22.53259
H: 11.38555 -4.23961 -20.58756
H: 10.05820 -3.05469 -20.10847
H: 10.93070 -2.50317 -22.53721
H: 9.19238 -2.94139 -23.15002
C: 10.41370 -2.44180 -25.42935
C: 9.36392 -3.41549 -25.98279
O: 8.17003 -2.83129 -26.38291
O: 10.15539 -1.94940 -24.17695
H: 10.62012 -1.60370 -26.09499
H: 11.41126 -2.87331 -25.34716
H: 9.25161 -4.35878 -25.44828
H: 9.86572 -3.74917 -26.89106
H: 7.57853 -3.46664 -25.97295
H: 10.17598 -1.02130 -24.42150
C: 3.41170 -3.89116 -26.34628
C: 2.49064 -4.90036 -25.66810
O: 3.00656 -5.46455 -24.51100
O: 4.57988 -4.53866 -26.90100
H: 3.79467 -3.16938 -25.62485
H: 2.82398 -3.38996 -27.11536
H: 2.20828 -5.68804 -26.36662
H: 1.52864 -4.48030 -25.37447
H: 3.38193 -6.32494 -24.71204
H: 4.98094 -4.91595 -26.11462
C: 0.33204 -2.84799 -23.30096
C: 1.46331 -1.91726 -23.65107
O: 0.89871 -0.88889 -24.39049
O: -0.33159 -3.20592 -24.52127
H: -0.38156 -2.32742 -22.66230
H: 0.60533 -3.75429 -22.76056
H: 2.14949 -2.55844 -24.20438
H: 2.00947 -1.45914 -22.82649
H: 1.00092 -0.11813 -23.82740
H: -0.30254 -2.35555 -24.96582
C: 6.89210 -0.78994 -24.11735
C: 5.42941 -0.84126 -23.67246
O: 4.79207 0.23321 -24.42695
O: 7.42859 0.40808 -23.54273
H: 6.87552 -0.75606 -25.20670
H: 7.42110 -1.68431 -23.78817
H: 5.34130 -0.77501 -22.58805
H: 4.95898 -1.73784 -24.07613
H: 5.46732 0.91539 -24.41082
H: 8.36258 0.46571 -23.75706
C: 6.75448 -6.13277 -24.90247
C: 7.95887 -6.84516 -25.54344
O: 8.86810 -7.31411 -24.48084
O: 6.79289 -4.68412 -24.67258
H: 6.43119 -6.67552 -24.01420
H: 5.86733 -6.22281 -25.52934
H: 8.45909 -6.25934 -26.31460
H: 7.54921 -7.66169 -26.13805
H: 9.55554 -7.80448 -24.93754
H: 7.05353 -4.56040 -23.75696
C: 7.99226 -0.80691 -20.37093
C: 6.95536 0.29257 -19.89414
O: 6.53253 0.08622 -18.52514
O: 7.22139 -1.93815 -20.61651
H: 8.67367 -1.00409 -19.54334
H: 8.61994 -0.55624 -21.22608
H: 6.06019 0.46728 -20.49101
H: 7.42378 1.27669 -19.88038
H: 5.67540 0.51813 -18.50555
H: 7.63567 -2.36211 -21.37164
C: 5.60435 3.68491 -26.79112
C: 4.31325 3.12705 -27.27520
O: 3.17559 3.47568 -26.46927
O: 6.17293 2.78567 -25.83144
H: 5.51462 4.71081 -26.43395
H: 6.35299 3.69668 -27.58328
H: 4.27938 2.04014 -27.34990
H: 4.08594 3.50625 -28.27152
H: 3.15034 2.90816 -25.69539
H: 6.66541 2.13392 -26.33570
C: 11.66432 2.84008 -24.55670
C: 11.55119 1.45611 -24.01226
O: 10.32637 0.83934 -24.50493
O: 11.87151 2.91722 -25.96514
H: 12.46402 3.31934 -23.99200
H: 10.81367 3.46974 -24.29589
H: 11.57452 1.35123 -22.92757
H: 12.39711 0.85761 -24.35037
H: 10.05775 1.29370 -25.30680
H: 12.18007 3.82076 -26.06519
C: 8.22740 4.86466 -23.88170
C: 9.04719 5.15692 -22.58013
O: 8.51907 6.28673 -21.82848
O: 7.02385 4.20710 -23.51664
H: 8.67717 4.10810 -24.52468
H: 8.18958 5.70296 -24.57735
H: 10.09158 5.35811 -22.81863
H: 9.14061 4.29376 -21.92110
H: 7.58365 6.09968 -21.72076
H: 6.71651 3.53877 -24.13348
C: 2.83948 2.63546 -23.36250
C: 2.32303 1.85752 -22.05909
O: 0.95833 1.62806 -22.09166
O: 2.68370 1.88842 -24.48160
H: 3.84710 3.04692 -23.30328
H: 2.22021 3.51111 -23.55705
H: 2.55277 2.39971 -21.14184
H: 2.85334 0.90577 -22.09138
H: 0.53728 2.46462 -22.30257
H: 3.42285 1.29671 -24.64017

Results
Net charge: +1
HOMO energy (spin up / spin down): -11.3 / -11.3 eV
⟨S²⟩: 0.7560
LUMO (spin up / spin down): -0.0948 / -0.3311 hartree
Gap between HOMO and LUMO (spin up / spin down): 8.70 / 2.27 eV
Multiplicity: 2
Relative energy (zero: lowest compared OMol25 entry of this formula, charge and spin): 22.7 kcal/mol

---

Total energy
In order: -7241.3615, -53933.4675, -123946.5855, -19319.1958, -68912.9478
Unit: eV